A.
Entry from the OMol25 dataset: a single C4H9NOS2 molecule (ωB97M-V/def2-TZVPD).

Properties
E_LUMO (spin up / spin down): 0.5 / 0.5 eV
HOMO energy (spin up / spin down): -7.15 / -7.15 eV
Orbital gap (spin up / spin down): 7.7 / 7.7 eV

Structure (XYZ):
```
17
Properties=species:S:1:pos:R:3:nbo_charge:R:1
C 1.492 -0.116 -1.385 -0.234
C 1.447 -1.575 -0.715 -0.673
C -0.093 0.618 0.112 -0.148
C -2.085 0.239 1.903 -0.708
N 1.139 0.793 -0.314 -0.574
O -1.160 -1.902 -0.981 -1.029
S -0.523 1.247 1.695 0.215
S -0.166 -1.828 0.084 0.932
H 2.357 0.105 -1.981 0.220
H 0.571 -0.117 -1.969 0.216
H 1.449 -2.215 -1.632 0.250
H 2.141 -1.842 0.187 0.228
H -0.964 0.563 -0.495 0.218
H -1.995 -0.490 2.653 0.223
H -2.286 -0.155 0.858 0.244
H -2.884 0.985 2.256 0.227
H 1.878 0.865 0.333 0.390
```


B.
Entry from the OMol25 dataset: a molecular structure, C4H9NOS2 (ωB97M-V/def2-TZVPD).

Properties
E_LUMO: -0.8 eV
HOMO energy: -7.41 eV
Orbital gap: 6.6 eV

Structure (XYZ):
```
17
Properties=species:S:1:pos:R:3:nbo_charge:R:1
S -2.788 0.671 0.886 -0.109
S -2.156 -0.902 -0.532 0.168
C -0.605 0.319 -1.245 -0.629
C 0.114 1.376 -0.433 -0.575
C 0.750 0.773 0.818 0.666
N 1.525 -0.394 0.712 -0.636
C 1.499 -1.658 -0.011 -0.429
O 0.695 1.321 1.899 -0.606
H -3.868 0.740 0.156 0.125
H -0.878 -0.447 -0.087 0.287
H -1.047 0.628 -2.176 0.224
H 0.897 1.953 -0.953 0.280
H -0.565 2.157 -0.053 0.222
H 1.954 -0.503 1.622 0.390
H 2.504 -1.982 -0.293 0.197
H 1.131 -2.495 0.545 0.184
H 0.838 -1.558 -0.854 0.240
```


C.
Entry from the OMol25 dataset: a single C4H9NOS2 molecule (ωB97M-V/def2-TZVPD).

Properties
E_LUMO: 0.6 eV
HOMO energy: -9.12 eV
Orbital gap: 9.7 eV

Structure (XYZ):
```
17
Properties=species:S:1:pos:R:3:nbo_charge:R:1
C 0.744 1.570 0.310 -0.521
C 1.579 0.288 0.476 -0.432
C 1.070 -0.908 -0.355 0.037
C -0.361 -1.219 -0.026 0.073
H -0.241 3.139 -1.214 0.134
H 1.121 2.307 1.007 0.216
H -0.293 1.384 0.605 0.231
H 2.630 0.400 0.161 0.223
H 1.535 -0.006 1.505 0.238
H 1.624 -1.773 -0.010 0.204
H 0.859 -0.024 -2.086 0.476
H -0.798 -1.882 -0.788 0.174
H -2.449 -0.926 2.701 0.118
N -0.839 -0.988 1.150 -0.566
O 1.302 -0.820 -1.791 -0.716
S 0.778 2.274 -1.364 -0.066
S -2.449 -1.495 1.488 0.177
```


Most stable: C


A.
Entry from the OMol25 dataset: 2 unconnected molecules or ions with the total composition CH3Br2OP (ωB97M-V/def2-TZVPD).

Properties
E_LUMO (spin up / spin down): -2.9 / -2.9 eV
HOMO energy (spin up / spin down): -8.26 / -8.26 eV
Orbital gap (spin up / spin down): 5.4 / 5.4 eV

Structure (XYZ):
```
8
Properties=species:S:1:pos:R:3:nbo_charge:R:1
C -1.343 0.637 -0.230 -0.246
O -1.114 -0.354 -1.063 -0.571
P -1.794 -2.825 0.497 0.621
Br -1.738 -3.760 -1.485 -0.123
Br 0.091 -3.541 1.316 -0.136
H -1.187 0.374 0.831 0.150
H -2.358 1.114 -0.330 0.127
H -0.578 1.391 -0.466 0.178
```


B.
Entry from the OMol25 dataset: a single CH3Br2OP molecule (ωB97M-V/def2-TZVPD).

Properties
E_LUMO: -0.1 eV
HOMO energy: -9.80 eV
Orbital gap: 9.7 eV

Structure (XYZ):
```
8
Properties=species:S:1:pos:R:3:nbo_charge:R:1
C 1.103 -0.314 0.616 -0.242
O 0.212 0.624 0.232 -0.767
P -0.935 0.500 -1.404 0.862
Br -2.258 -1.248 -0.949 -0.218
Br -2.127 2.101 -0.663 -0.144
H 0.600 -1.321 0.917 0.158
H 1.528 0.120 1.497 0.198
H 1.878 -0.462 -0.246 0.153
```


Most stable: B


A.
Entry from the OMol25 dataset: 3 unconnected molecules or ions with the total composition C4H12IO3 (ωB97M-V/def2-TZVPD).

Properties
Net charge: -1
E_LUMO: 3.4 eV
HOMO energy: -4.27 eV
Orbital gap: 7.7 eV

Structure (XYZ):
```
20
Properties=species:S:1:pos:R:3:nbo_charge:R:1
I 0.909 -2.818 2.226 -0.914
C 1.905 0.750 -0.034 -0.643
C 1.197 1.134 1.242 -0.063
O 1.827 0.638 2.395 -0.760
H 2.012 -0.339 -0.083 0.221
H 2.901 1.192 -0.105 0.194
H 1.333 1.058 -0.919 0.199
H 0.152 0.797 1.175 0.162
H 1.157 2.226 1.330 0.152
H 1.651 -0.321 2.420 0.496
C -1.058 -1.045 -0.998 -0.094
C -1.960 -0.056 -1.702 -0.074
O -1.878 1.221 -1.119 -0.731
O -1.474 -1.017 0.374 -0.790
H -0.014 -0.732 -1.100 0.178
H -1.208 -2.045 -1.423 0.163
H -2.992 -0.446 -1.678 0.147
H -1.688 0.049 -2.755 0.164
H -2.039 1.081 -0.177 0.482
H -0.731 -1.328 0.929 0.510
```


B.
Entry from the OMol25 dataset: 3 unconnected molecules or ions with the total composition C4H12IO3 (ωB97M-V/def2-TZVPD).

Properties
Net charge: -1
E_LUMO: 3.4 eV
HOMO energy: -3.98 eV
Orbital gap: 7.3 eV

Structure (XYZ):
```
20
Properties=species:S:1:pos:R:3:nbo_charge:R:1
I -17.437 3.120 -4.400 -0.967
C -12.788 4.889 -1.105 -0.628
C -13.208 4.125 -2.361 -0.049
O -14.488 3.608 -2.202 -0.752
H -11.824 5.350 -1.320 0.190
H -12.788 4.396 -0.132 0.208
H -13.429 5.770 -1.137 0.208
H -12.510 3.389 -2.759 0.142
H -13.284 4.842 -3.179 0.151
H -15.067 3.707 -2.961 0.512
C -21.958 1.876 -3.942 -0.091
C -23.048 1.342 -4.955 -0.081
O -22.682 0.571 -6.017 -0.709
O -21.095 2.701 -4.612 -0.738
H -21.459 1.096 -3.366 0.168
H -22.422 2.572 -3.244 0.161
H -23.696 2.127 -5.343 0.143
H -23.807 0.825 -4.368 0.146
H -21.808 0.931 -6.182 0.475
H -20.204 2.418 -4.395 0.508
```


Most stable: A


A.
Entry from the OMol25 dataset: a single C2H5NO2 molecule (ωB97M-V/def2-TZVPD).

Properties
E_LUMO: 0.6 eV
HOMO energy: -10.16 eV
Orbital gap: 10.8 eV

Structure (XYZ):
```
10
Properties=species:S:1:pos:R:3:nbo_charge:R:1
C -0.827 0.299 0.531 0.066
C 0.762 -1.063 -0.805 0.518
H 0.490 1.411 1.268 0.457
H -1.523 1.100 0.209 0.171
H -1.346 -0.561 0.814 0.175
H 0.270 0.865 -1.091 0.384
H 0.746 -1.774 -0.080 0.140
N -0.181 -0.067 -0.736 -0.624
O 0.047 0.672 1.641 -0.702
O 1.563 -0.882 -1.750 -0.584
```


B.
Entry from the OMol25 dataset: a single C2H5NO2 molecule (ωB97M-V/def2-TZVPD).

Properties
E_LUMO: 0.8 eV
HOMO energy: -9.59 eV
Orbital gap: 10.4 eV

Structure (XYZ):
```
10
Properties=species:S:1:pos:R:3:nbo_charge:R:1
C -0.738 -0.612 1.020 -0.706
C 0.339 -0.194 0.042 0.633
H -0.478 -0.204 2.006 0.242
H -0.731 -1.704 1.098 0.247
H -1.735 -0.286 0.730 0.217
H -0.806 1.261 -0.878 0.384
H 1.740 0.606 -1.384 0.491
N -0.066 0.577 -1.003 -0.323
O 1.500 -0.556 0.121 -0.632
O 0.974 1.111 -1.752 -0.554
```


C.
Entry from the OMol25 dataset: 2 unconnected molecules or ions with the total composition C2H5NO2 (ωB97M-V/def2-TZVPD).

Properties
E_LUMO: -0.1 eV
HOMO energy: -8.94 eV
Orbital gap: 8.8 eV

Structure (XYZ):
```
10
Properties=species:S:1:pos:R:3:nbo_charge:R:1
C 1.059 0.414 -0.597 0.310
C -1.305 0.290 0.622 0.470
O -0.716 1.391 0.674 -0.690
O 1.890 -0.262 0.156 -0.610
N -0.808 -0.741 -0.011 -0.882
H 1.710 -1.210 0.072 0.508
H 1.132 1.478 -0.462 0.219
H 0.713 0.018 -1.536 0.195
H -1.399 -1.566 -0.058 0.361
H -2.275 0.189 1.140 0.120
```


Most stable: A